Entry 1:
A structure of composition C30H75F2K2NO24P5S2, computed with wB97M-V/def2-TZVPD.

Geometry (Å):
K 0.5429 1.9369 4.5015
K 2.6683 -0.4469 3.3453
S 0.0109 0.9506 1.0849
S -0.7869 -1.0913 2.0117
P 5.1748 2.4298 1.5072
P -1.5597 8.6518 -0.8519
P 4.5968 -1.7763 -0.0623
P -5.7936 -4.2866 3.8866
P -1.6931 -5.8355 -4.8562
F -0.4191 -2.0705 3.2575
F 1.0066 2.0865 1.5844
O 3.3451 -1.2277 -0.9239
O -1.5344 -5.3769 -6.2564
O -1.0970 7.1309 -0.7066
O -6.7666 -2.9874 4.1080
O -0.7178 -7.0126 -4.4586
O -0.4109 -2.0391 1.0197
O 4.5121 -3.3618 -0.1499
O 0.5937 0.5119 -0.1381
O 6.6769 1.9614 1.8745
O -4.5047 -3.8251 4.7281
O -3.1444 -6.3180 -4.3926
O 4.5747 -1.2646 1.3195
O 5.1030 2.4381 -0.0465
O -5.3237 -4.1584 2.3727
O 5.8766 -1.4580 -0.9548
O 4.1151 1.6948 2.2380
O -0.7882 9.0515 -2.2055
O -2.1760 -0.7922 2.1988
O -6.3076 -5.6038 4.2343
O -1.2082 1.6624 0.8319
O 5.2730 4.0138 1.8868
O -0.7809 9.3727 0.3454
O -3.0144 8.7983 -0.7890
O -1.2640 -4.6877 -3.8134
N 0.2212 -0.0101 2.5115
C 6.6870 0.3468 3.7205
C 1.7896 -1.3342 -2.8332
C 3.8793 5.9211 2.4316
C -5.9328 -5.6641 0.6451
C 3.1756 -1.6202 -2.2965
C 0.0023 -8.5616 -6.1675
C -8.5304 -3.4658 5.6823
C -5.1484 -5.4917 -5.5597
C -7.1862 -2.7676 5.4567
C -0.5069 10.6503 -3.9630
C -6.2606 -4.3176 1.3076
C -2.0799 -4.0582 -1.6229
C -1.9657 6.0628 -1.1562
C 8.2552 -1.3341 -0.8577
C 6.9697 -0.6847 -0.4122
C 2.9963 3.1430 -1.0873
C 3.9259 1.9744 -0.7496
C -0.4574 11.7146 -0.2523
C 7.0318 1.7518 3.2307
C -0.8661 -8.3417 -4.9640
C -1.1086 -4.9397 -2.4211
C 2.1936 -4.0690 0.1294
C -4.2667 -5.4431 -4.3406
C 4.3681 4.5622 2.8583
C -1.3918 9.5921 -3.3667
C -3.3318 -2.1496 5.8926
C -1.1953 4.7863 -0.9332
C -1.0469 10.7258 0.7241
C 3.6188 -4.0828 0.6959
C -3.6698 -2.6828 4.5295
H -0.0217 -9.6162 -6.4339
H 3.8600 6.6284 3.2579
H -1.7695 -3.9151 -0.5903
H 3.5317 4.0248 -1.4414
H 6.6340 0.2875 4.8130
H -0.6348 -9.0289 -4.1507
H 1.7565 -3.0663 0.1515
H -2.8841 -3.0007 3.8348
H -3.0595 -4.5409 -1.6001
H 8.4073 -1.2085 -1.9322
H -0.4777 11.5142 -1.3230
H -0.3764 4.6502 -1.6466
H -0.6318 4.9581 -0.0108
H -0.8669 11.0188 -4.9308
H 4.8776 4.5352 3.8248
H 6.9741 -0.8195 0.6744
H -6.6173 -5.9657 -0.1480
H 2.1664 -4.2840 -0.9425
H 6.9232 0.3817 -0.6239
H 3.4731 3.9453 2.9891
H -6.5397 -3.1460 6.2537
H 5.6950 0.0605 3.3744
H -2.6677 -1.2862 5.9745
H -3.8484 -4.4369 -4.2245
H 1.6901 -1.2554 -3.9103
H -2.8811 -2.9143 6.5266
H 8.3802 -2.3875 -0.6221
H -0.0552 -4.7415 -2.1874
H 4.2073 1.5693 -1.7209
H 2.7633 3.5133 -0.0749
H -4.9752 -5.5687 0.1190
H -1.1573 -6.0254 -2.2854
H -4.2450 -1.8138 6.3872
H -0.8595 12.7088 -0.0447
H 6.5620 2.4082 3.9701
H 1.3400 -0.4567 -2.3485
H -6.1462 -3.5105 0.5863
H -5.7317 -6.4470 1.3730
H 0.5085 10.3220 -4.1867
H -6.1157 -5.0042 -5.4314
H 1.4450 -4.7058 0.5995
H 9.0526 -0.7695 -0.3635
H 1.0077 -2.0011 -2.4475
H 1.0054 -8.1998 -5.9164
H -7.2543 -1.6871 5.5742
H 3.9043 -1.0351 -2.8592
H -5.3848 -6.4400 -6.0469
H -2.7977 6.1119 -0.4526
H 8.1012 1.9357 3.3020
H 3.3526 -2.6918 -2.4002
H 0.6236 11.8042 -0.1026
H -1.7760 3.8681 -0.9277
H -2.2152 -3.1213 -2.1601
H -2.1090 6.2880 -2.2149
H -0.4927 11.5941 -3.4170
H -2.3751 10.0405 -3.1661
H -4.6482 -4.9595 -6.3757
H 3.6232 -3.5843 1.6655
H 2.8676 5.8191 2.0349
H -1.7136 8.7607 -4.0043
H -0.5690 11.0640 1.6477
H 7.4645 -0.3863 3.5041
H -1.8912 -8.5183 -5.3106
H -8.4852 -4.4857 5.3086
H -9.2903 -2.8283 5.2246
H -2.1130 10.8044 0.9394
H -4.0370 -1.9150 3.8349
H 3.4001 1.2849 -0.0956
H -8.8669 -3.5266 6.7201
H 2.1018 2.8563 -1.6264
H 4.4687 6.2913 1.5935
H -4.8202 -5.6521 -3.4223
H -0.2693 -7.8989 -6.9898
H -7.2908 -4.3473 1.6683
H 3.8450 -5.1390 0.8200

Computed properties:
HOMO = -11.3528 eV
charge = +1
E_LUMO = -0.159 Eh
relative energy (zero: lowest compared OMol25 entry of this formula, charge and spin) = 59.08 kcal/mol

***

Entry 2:
An isolated molecule of C6H6Cl2Si, computed with wB97M-V/def2-TZVPD.

Geometry (Å):
Cl 2.6657 0.7717 0.1118
Cl -2.7137 0.5889 0.1075
Si -0.1685 2.4506 0.0120
C 1.3203 -1.4617 0.0821
C 0.1950 -2.2453 -0.0588
C -1.1898 -0.2088 0.0428
C -1.0877 -1.5915 0.0460
C -0.0682 0.5893 0.0770
C 1.1907 -0.0640 0.1671
H 2.2006 -2.0195 0.0581
H -0.3313 3.2644 1.1829
H 0.3924 -3.2460 -0.0843
H 0.9491 2.8724 -0.7477
H -1.9986 -2.2906 0.0268
H -1.3560 2.5902 -1.0235

Computed properties:
HOMO = -9.2012 eV
charge = 0
structure (SMILES) = [SiH3]c1c(Cl)cccc1Cl
E_LUMO = 0.018 Eh
relative energy (zero: lowest compared OMol25 entry of this formula, charge and spin) = 31.29 kcal/mol

***

Entry 3:
A structure of composition C34H74BCrF4NO23, computed with wB97M-V/def2-TZVPD.

Geometry (Å):
Cr -1.6531 -2.4476 -0.3609
F -2.0454 -4.6522 -0.6488
F -3.6432 -3.2203 -0.2487
F -4.0962 -5.3551 0.0880
F -3.8543 -4.5624 -2.0279
O 6.2322 1.0665 -0.7754
O -0.2857 -2.9393 3.6278
O 0.5504 3.0088 -0.1304
O 4.9996 0.1753 -2.3564
O -6.6169 2.5239 2.2706
O 2.0161 4.6354 0.4326
O -2.3072 -1.9636 -2.3234
O -1.8095 -0.3901 0.3899
O -4.2439 -1.3805 -3.3608
O -1.2861 -3.2158 1.6058
O 0.6874 1.5238 -4.3992
O -5.2390 4.3299 1.9087
O -2.9541 -2.6307 -4.4004
O 4.4724 0.3498 3.3841
O -4.7470 2.7019 3.3896
O 2.5145 0.2436 2.0189
O 1.8134 1.6063 -2.3439
O 2.4292 2.8143 -4.2334
O 2.6020 1.1129 4.1975
O 6.7235 1.6445 -2.9398
O 0.1181 5.2808 -0.3650
O 0.4479 -2.2906 -0.8670
O -1.9821 -4.3079 3.5310
N 0.9924 0.2760 -0.0921
C 1.5493 -3.0834 -0.9382
C -5.5293 3.3251 2.4873
C -4.6504 -0.5112 -2.3679
C -3.7821 -0.3693 1.8672
C 3.1393 0.5714 3.0825
C 1.2624 1.5184 4.1083
C 4.6045 -0.0289 -3.6885
C 2.8478 -2.3347 -0.6960
C 1.7404 -3.8153 -2.2604
C 4.0462 3.3380 0.3087
C -1.3204 0.9428 -3.1631
C 6.0930 -1.3618 3.2449
C 0.5970 -1.9404 3.1717
C 3.4184 3.5817 -3.5999
C 1.6533 1.9517 -3.5204
C -2.0398 -3.7054 -4.5377
C 7.3576 1.8410 -0.2591
C -2.5715 0.3925 1.2492
C 2.8981 3.8275 1.1787
C 6.0685 0.9888 -2.0650
C -2.8640 2.3803 4.8472
C -2.9292 -5.0590 2.7522
C -1.1888 5.0639 -0.9538
C -3.0307 1.6939 0.5233
C 0.8949 4.1700 -0.0394
C -7.5112 2.6886 1.2354
C 5.3716 -0.2488 2.5295
C -1.2050 -3.4198 2.8232
C -3.0674 -1.9647 -3.3066
C -6.1303 -0.7906 -2.0743
C 5.2192 -1.3196 -4.1720
C -3.5242 -6.2069 3.6366
C -0.1626 0.4130 -4.0130
C -3.5453 3.2804 3.8618
B -3.4161 -4.4657 -0.7459
H 2.4158 -4.6635 -2.1480
H 1.0977 -1.6558 4.0971
H 2.8417 -1.4682 -1.3573
H -2.0022 2.9374 5.2146
H -8.0800 3.5889 1.4679
H 0.0749 0.5801 0.2010
H -1.9135 4.5602 -0.3141
H 8.1686 1.4389 -0.8664
H 7.1511 -1.4242 2.9909
H 1.4591 -3.7985 -0.1206
H -3.9894 -5.8647 4.5610
H -1.3062 0.4886 -2.1723
H 2.9187 4.1506 -2.8158
H -3.7404 -4.3622 2.5411
H 0.8135 -4.3437 -2.4835
H -1.8963 -4.0582 -5.5590
H -6.7505 -0.4258 -2.8931
H -2.1983 2.1456 -0.0162
H 1.3558 0.8725 -0.8216
H -2.6877 -6.8463 3.9187
H -2.3181 0.6347 -3.4757
H 2.1234 -3.2313 -3.0972
H 4.7243 -1.6124 -5.0980
H 0.1252 -1.0624 2.7305
H -6.3765 -1.8176 -1.8046
H 4.9712 2.9319 0.7179
H -4.5225 -0.6813 1.1307
H -3.7789 1.5561 -0.2573
H -4.2718 0.3217 2.5535
H -3.6800 4.2566 4.3277
H -2.2936 -4.5403 -3.8845
H -6.4245 -0.2383 -1.1818
H 4.4329 4.1095 -0.3572
H 1.2542 -2.2761 2.3694
H 7.4354 1.4331 0.7487
H 3.7006 -2.9888 -0.8773
H 4.8546 0.7524 -4.4062
H -2.8472 3.4316 3.0384
H 3.5536 2.6001 -0.3246
H 5.6933 -2.3306 2.9452
H -4.2075 -6.7668 2.9980
H 4.2366 3.0427 -3.1222
H 1.0551 2.1708 3.2600
H -2.0295 0.6306 2.1644
H -3.4219 -1.2022 2.4710
H -6.9211 2.7331 0.3200
H -1.1445 4.3867 -1.8067
H -3.4424 2.0828 5.7219
H 3.9108 4.3502 -4.1957
H -4.5936 0.5407 -2.6480
H 0.8921 -0.6903 -0.3682
H 0.4189 0.8323 4.0314
H -8.2308 1.8703 1.2084
H 6.0903 0.5026 2.2025
H -2.4545 -5.3580 1.8176
H 1.5842 0.1487 0.7164
H -2.6328 1.4121 4.4031
H -1.6474 6.0209 -1.2026
H -0.5977 -0.1340 -4.8493
H -1.2956 2.0106 -2.9457
H 4.9850 -2.1758 -3.5395
H -1.1062 -3.4683 -4.0274
H 4.9092 -0.6115 1.6115
H 5.9679 -1.3219 4.3269
H 0.4206 -0.3906 -3.5633
H 3.2697 4.2855 2.0953
H -4.0514 -0.5438 -1.4579
H 3.5161 -0.0701 -3.7284
H -3.4287 2.4576 1.1915
H 1.0341 2.1372 4.9762
H 7.1702 2.9069 -0.3886
H 2.8895 -1.9464 0.3216
H 2.3428 2.9975 1.6157
H 6.2960 -1.2218 -4.3098

Computed properties:
HOMO (spin up / spin down) = -6.7416 / -7.7866 eV
charge = 0
E_LUMO (spin up / spin down) = 0.007 / 0.007 Eh
multiplicity = 5

***

Entry 4:
The ion C10H16ClN2O with charge +1, computed with wB97M-V/def2-TZVPD.

Geometry (Å):
Cl -4.1284 1.0673 0.5480
O 0.5391 1.3416 1.3287
N 0.0868 1.4264 0.0108
N -0.3793 3.6552 -0.6045
C 0.9836 -0.7055 -0.6006
C -0.0849 -1.8331 -0.5436
C -1.9045 -0.7545 0.6428
C 1.2113 2.4879 1.7862
C 0.0813 0.8489 -2.3853
C -0.8135 2.5222 -0.2576
C -2.8153 0.0850 0.7244
C -1.4818 -3.2285 0.7877
C -0.8734 -1.8432 0.7617
C 0.3385 0.5572 -0.8997
H -0.0476 -0.0855 -2.8647
H 1.1183 1.1627 -2.7800
H -0.3151 -1.7096 1.6696
H -0.6198 1.6703 -2.5798
H -1.1030 4.3491 -0.8779
H 0.3793 -2.8527 -0.5233
H 1.0431 2.5716 2.9306
H -1.8486 2.1534 -0.2901
H 1.5449 -0.5865 0.2994
H -0.7415 -1.6807 -1.3608
H -2.1197 -3.5552 -0.1014
H 0.6793 3.3965 1.3130
H -0.5258 -3.7997 1.0976
H 2.2520 2.4993 1.6414
H 1.6372 -0.7768 -1.4460
H -2.2993 -3.4917 1.4928

Computed properties:
HOMO = -12.8627 eV
charge = +1
structure (SMILES) = [H]/N=C/[N+](OC)=C(\C)CC[C@H](C)C#CCl
E_LUMO = -0.145 Eh
relative energy (zero: lowest compared OMol25 entry of this formula, charge and spin) = 38.84 kcal/mol